Record 1
The following is a quantum chemistry calculation of an isolated ion of composition C6H9N6O2 and charge +1, from OMol25.

Values from the calculation:
- net charge = +1
- energy (eV) = -19394.5752
- Kohn-Sham gap (eV) = 8.427
- energy relative to the best compared isomer or geometry (same formula, charge and spin) (kcal/mol) = 0.00
- E_HOMO (eV) = -12.5

Atoms and positions in Å:
C (-0.7254, -2.2697, 0.1194)
N (-0.6368, -0.9397, -0.4881)
C (-1.4541, -0.6031, -1.4892)
N (-2.2551, -1.4862, -2.0370)
C (0.5167, -0.2354, 0.0537)
N (1.6515, -0.9362, 0.0941)
C (2.7103, -0.3552, 0.6394)
N (2.8169, 0.8828, 1.0709)
C (1.7169, 1.6263, 1.0553)
N (1.7099, 2.9180, 1.3722)
C (0.4979, 1.0001, 0.6644)
O (-0.6305, 1.7626, 0.8313)
N (-1.6515, 1.6551, -0.1495)
O (-2.6208, 2.2719, 0.1114)
H (-0.2344, -3.0207, -0.5014)
H (-0.2007, -2.2506, 1.0743)
H (-1.7604, -2.5445, 0.3153)
H (-1.3555, 0.3757, -1.9351)
H (-2.8145, -1.2653, -2.8463)
H (-2.2810, -2.4416, -1.7043)
H (3.6015, -0.9571, 0.7290)
H (0.8435, 3.4336, 1.3607)
H (2.5556, 3.3793, 1.6596)

=====

Record 2
The following is a quantum chemistry calculation of C33H33N6OPS5SbTi as an isolated structure, from OMol25.

Values from the calculation:
- net charge = +2
- <S²> = 0.76
- energy (eV) = -138855.9116
- Kohn-Sham gap (alpha / beta) (eV) = 5.889 / 6.117
- energy relative to the best compared isomer or geometry (same formula, charge and spin) (kcal/mol) = 30.89
- multiplicity = 2
- E_HOMO (alpha / beta) (eV) = -12.2 / -12.5

Atoms and positions in Å:
Ti (0.2436, 0.5661, -0.5981)
C (-1.4807, 0.2630, 3.4861)
C (-1.0962, 0.5116, 2.0564)
N (0.0719, 0.9079, 1.6580)
N (0.9810, 1.2530, 2.6271)
C (2.1822, 1.8421, 2.4400)
N (2.7162, 2.4273, 3.5235)
S (3.1146, 1.9792, 1.0119)
C (-2.1513, 0.3986, 1.0015)
C (-3.4827, 0.1615, 1.3183)
C (-4.4367, 0.2051, 0.3079)
C (-4.0357, 0.5056, -0.9806)
C (-2.6853, 0.7247, -1.2265)
N (-1.7689, 0.6521, -0.2678)
H (-0.6452, -0.0908, 4.0917)
H (-2.2379, -0.5133, 3.5461)
H (-1.8980, 1.1653, 3.9392)
H (0.6543, 1.1992, 3.5919)
H (2.1639, 2.7038, 4.3183)
H (3.6659, 2.7651, 3.4850)
H (-3.7894, -0.0358, 2.3317)
H (-5.4757, 0.0196, 0.5355)
H (-4.7451, 0.5673, -1.7913)
H (-2.3128, 0.9459, -2.2272)
S (3.1176, 2.9940, -3.0951)
Sb (2.8922, 0.8026, -2.9386)
S (2.6586, 0.3013, -0.0707)
S (0.4247, 0.4009, -2.8842)
N (-0.1069, 3.5068, -2.9852)
C (0.1228, 4.0573, -1.7916)
S (0.3140, 3.0976, -0.3864)
N (0.2602, 5.3820, -1.7325)
C (0.3156, 6.2560, -0.6188)
C (1.0671, 7.4170, -0.7740)
C (1.1275, 8.3418, 0.2535)
C (0.4401, 8.1100, 1.4364)
C (-0.3154, 6.9560, 1.5746)
C (-0.3882, 6.0243, 0.5515)
H (0.1306, 2.5131, -3.0945)
H (-0.0603, 4.0737, -3.8183)
H (0.3712, 5.8526, -2.6243)
H (1.6114, 7.5913, -1.6925)
H (1.7126, 9.2406, 0.1279)
H (0.4813, 8.8317, 2.2376)
H (-0.8742, 6.7845, 2.4825)
H (-1.0041, 5.1434, 0.6584)
O (0.1388, -1.3294, -0.2082)
P (0.2948, -2.8321, -0.4128)
C (0.7316, -3.6026, 1.1404)
C (1.6723, -4.6241, 1.2127)
C (1.9414, -5.2282, 2.4319)
C (1.2723, -4.8175, 3.5724)
C (0.3247, -3.8033, 3.5029)
C (0.0557, -3.1986, 2.2916)
C (1.5472, -3.1988, -1.6311)
C (2.8620, -2.7868, -1.3938)
C (3.8506, -3.0609, -2.3208)
C (3.5355, -3.7533, -3.4840)
C (2.2368, -4.1750, -3.7182)
C (1.2388, -3.9007, -2.7936)
C (-1.2814, -3.4759, -0.9593)
C (-1.7755, -4.6915, -0.4980)
C (-2.9859, -5.1666, -0.9757)
C (-3.6984, -4.4320, -1.9106)
C (-3.2045, -3.2213, -2.3776)
C (-1.9971, -2.7397, -1.9049)
H (2.1940, -4.9476, 0.3257)
H (2.6724, -6.0198, 2.4884)
H (1.4811, -5.2928, 4.5177)
H (-0.2067, -3.5031, 4.3944)
H (-0.6989, -2.4210, 2.2213)
H (3.1174, -2.2721, -0.4730)
H (4.8687, -2.7424, -2.1369)
H (4.3089, -3.9692, -4.2057)
H (1.9976, -4.7177, -4.6212)
H (0.2269, -4.2248, -2.9852)
H (-1.2218, -5.2647, 0.2315)
H (-3.3707, -6.1091, -0.6214)
H (-4.6376, -4.8082, -2.2842)
H (-3.7546, -2.6649, -3.1209)
H (-1.5872, -1.8066, -2.2882)

=====

Record 3
The following is a quantum chemistry calculation of an isolated molecule of C4H6N2, from OMol25.

Values from the calculation:
- net charge = 0
- energy (eV) = -7222.5924
- Kohn-Sham gap (eV) = 10.101
- energy relative to the best compared isomer or geometry (same formula, charge and spin) (kcal/mol) = 69.15
- E_HOMO (eV) = -9.1

Atoms and positions in Å:
C (1.3572, -0.6209, -0.0680)
N (0.4744, -1.5583, -0.1954)
N (-0.7301, -0.9363, -0.6422)
C (-1.4462, -0.3242, 0.3715)
C (-0.6173, 0.5487, -0.4573)
C (0.8190, 0.8130, -0.0542)
H (2.3662, -0.8077, 0.2858)
H (-1.0243, -0.4480, 1.3800)
H (-2.4979, -0.2641, 0.3670)
H (-1.1190, 1.1321, -1.2432)
H (1.1026, 1.0774, 1.0543)
H (1.3154, 1.3885, -0.7980)